[1]
Formula: C23H19NO3
Source: the Open Molecules 2025 dataset
Level of theory: ωB97M-V/def2-TZVPD

**Relative energy (zero: lowest compared OMol25 entry of this formula, charge and spin)**: 1.005 eV
**HOMO-LUMO gap**: 7.40 eV
**Energy**: -1168.3434 hartree

Positions of all 46 atoms, in Å:
C: -2.6302 2.5726 -3.9875
H: -1.7841 1.9599 -4.3136
O: -3.5014 1.8460 -3.1530
C: -2.9975 1.3136 -2.0060
C: -3.8908 0.5689 -1.2338
C: -3.4642 -0.0234 -0.0645
C: -2.1499 0.1107 0.3530
C: -1.2620 0.8641 -0.3984
C: -1.6859 1.4630 -1.5758
H: -0.9725 2.0311 -2.1499
C: 0.1952 0.9862 0.0054
C: 0.9270 -0.2117 -0.5198
C: 1.3630 -1.2105 0.2898
N: 1.2714 -1.1487 1.6474
C: 0.8287 0.0119 2.2465
C: 0.3471 1.0426 1.5150
C: -0.1029 2.2853 2.1411
O: -0.4678 3.2443 1.4917
C: -0.1105 2.3050 3.6592
C: 1.0316 1.4825 4.2379
C: 0.9223 0.0450 3.7421
H: 0.0225 -0.4178 4.1632
H: 1.7830 -0.5410 4.0759
H: 1.9847 1.9068 3.9150
H: 1.0025 1.5062 5.3288
H: -1.0703 1.8912 3.9835
H: -0.0656 3.3421 3.9936
H: 1.6500 -1.8908 2.2160
C: 1.9631 -2.2868 -0.5015
C: 2.5440 -3.4835 -0.1509
C: 3.0334 -4.3009 -1.1725
C: 2.9423 -3.9206 -2.4958
C: 2.3555 -2.7031 -2.8519
C: 1.8696 -1.9003 -1.8504
C: 1.2024 -0.5544 -1.9150
O: 0.9666 0.0878 -2.9163
H: 2.2830 -2.3991 -3.8847
H: 3.3285 -4.5707 -3.2665
H: 3.4906 -5.2454 -0.9171
H: 2.6260 -3.7992 0.8796
H: 0.5932 1.9090 -0.4321
H: -1.8217 -0.3678 1.2645
H: -4.1600 -0.6017 0.5261
H: -4.9086 0.4678 -1.5760
H: -2.2569 3.4726 -3.4886
H: -3.2245 2.8611 -4.8534



[2]
Formula: C4H5NO2S
Source: the Open Molecules 2025 dataset
Level of theory: ωB97M-V/def2-TZVPD

**Relative energy (zero: lowest compared OMol25 entry of this formula, charge and spin)**: 3.677 eV
**HOMO-LUMO gap**: 8.94 eV
**Energy**: -758.7450 hartree

Positions of all 13 atoms, in Å:
C: -0.5760 -0.2857 -0.5390
C: 0.6094 -1.2334 -0.1381
C: 1.4560 0.0418 -0.0037
C: -1.5534 -0.0405 0.5434
H: -0.0290 2.3412 0.3138
H: -1.0667 -0.4429 -1.4999
H: 0.9374 -1.9448 -0.9460
H: 0.4538 -1.7600 0.8298
H: -2.3737 -0.8094 0.6190
N: 0.4574 0.7635 -0.5826
O: 0.2659 2.0975 -0.5757
O: -1.4855 0.8532 1.3517
S: 2.9044 0.4195 0.6273



[3]
Formula: C22H27FeN2
Source: the Open Molecules 2025 dataset
Level of theory: ωB97M-V/def2-TZVPD

**HOMO-LUMO gap (spin up / spin down)**: 3.75 / 5.76 eV
**Energy**: -2227.4712 hartree
**2S+1**: 5
**Charge**: -1

Positions of all 52 atoms, in Å:
C: -3.8163 -1.8498 -1.3197
N: -3.9157 -0.6293 -2.0526
C: -5.2865 -0.1859 -2.2824
C: -5.1085 1.2788 -2.7381
C: -3.6473 1.6650 -2.3134
C: -3.1343 0.5032 -1.4690
C: -1.6180 0.2584 -1.4636
C: -1.1000 -0.3164 -2.6322
C: 0.2763 -0.5853 -2.6444
C: 1.0656 -0.2483 -1.5552
N: 0.6285 0.3710 -0.4474
C: -0.7399 0.6039 -0.4090
H: -2.7654 -2.1164 -1.2114
H: -4.2681 -1.7597 -0.3221
H: -4.3355 -2.6511 -1.8507
H: -5.8253 -0.8149 -3.0151
H: -5.8844 -0.1880 -1.3472
H: -5.2525 1.3358 -3.8339
H: -5.8531 1.9314 -2.2456
H: -3.0464 1.7959 -3.2236
H: -3.6190 2.5845 -1.7214
H: -3.4570 0.6572 -0.4162
H: -1.7540 -0.5382 -3.4730
H: 0.7662 -1.0437 -3.5110
H: 2.1414 -0.4012 -1.6196
H: -1.1303 1.1179 0.4615
C: 2.3135 2.2409 -0.7149
C: 1.8695 1.2544 0.3285
C: 3.0986 0.3964 0.9278
C: 4.2010 0.6303 1.9301
C: 4.8533 -0.6450 2.1862
C: 4.2884 -1.6220 1.2941
C: 3.2945 -0.9629 0.4911
Fe: 2.8860 -0.7379 2.4452
C: 1.2507 -1.6919 3.0175
C: 0.9851 -0.2976 2.7159
C: 1.8578 0.5232 3.5453
C: 2.6524 -0.3662 4.3693
C: 2.2870 -1.7372 4.0362
H: 1.4850 2.8824 -0.9965
H: 3.1754 2.8260 -0.4230
H: 2.5785 1.6960 -1.6317
H: 1.2910 1.7342 1.1397
H: 4.4827 1.5582 2.4381
H: 5.6719 -0.8520 2.8687
H: 4.6026 -2.6511 1.1260
H: 2.7412 -1.3845 -0.3319
H: 0.7121 -2.5499 2.6115
H: 0.2335 0.0706 2.0280
H: 1.8616 1.6123 3.5855
H: 3.3536 -0.0614 5.1399
H: 2.6524 -2.6400 4.5298



[4]
Formula: C3H10NS
Source: the Open Molecules 2025 dataset
Level of theory: ωB97M-V/def2-TZVPD

**Relative energy (zero: lowest compared OMol25 entry of this formula, charge and spin)**: 1.726 eV
**HOMO-LUMO gap**: 4.17 eV
**Energy**: -572.9357 hartree
**Charge**: +1

Positions of all 15 atoms, in Å:
C: -4.7153 2.8230 1.0644
N: -5.9464 2.5695 0.9783
H: -4.3821 3.6201 1.7145
H: -3.9305 2.2629 0.5788
H: -6.3479 1.8776 0.3483
H: -6.6483 3.0774 1.5116
C: 2.7884 -2.1662 -0.2475
C: 3.6518 -1.1943 -1.0453
S: 5.4185 -1.4305 -0.7332
H: 3.0649 -2.0879 0.8056
H: 2.9844 -3.1742 -0.5594
H: 1.7252 -1.9309 -0.3027
H: 3.5167 -1.3778 -2.1043
H: 3.3714 -0.1697 -0.8433
H: 5.4491 -2.6990 -1.1657



[5]
Formula: C3H2N2O2S
Source: the Open Molecules 2025 dataset
Level of theory: ωB97M-V/def2-TZVPD

**Relative energy (zero: lowest compared OMol25 entry of this formula, charge and spin)**: 3.748 eV
**HOMO-LUMO gap**: 9.34 eV
**Energy**: -773.6095 hartree

Positions of all 10 atoms, in Å:
C: 1.4653 1.1376 0.1704
C: -0.9661 0.7180 0.0275
C: -2.1222 -0.2008 0.2694
H: 2.2600 -1.4388 0.6045
H: 1.2433 2.2823 0.4830
N: 0.3652 0.1718 0.0433
N: -2.9535 -0.9621 -0.0440
O: 2.5796 0.6966 -0.0955
O: -1.3312 1.8494 -0.2176
S: 0.8978 -1.6005 -0.0864



[6]
Formula: C2F3LuNO3S
Source: the Open Molecules 2025 dataset
Level of theory: ωB97M-V/def2-TZVPD

**Relative energy (zero: lowest compared OMol25 entry of this formula, charge and spin)**: 0.000 eV
**HOMO-LUMO gap (spin up / spin down)**: 5.85 / 6.89 eV
**Energy**: -2289.2133 hartree
**2S+1**: 2
**Charge**: +2

Positions of all 11 atoms, in Å:
N: 0.0964 1.8276 0.4364
S: 0.6943 0.5655 1.0881
C: 2.0644 0.0867 -0.1374
F: 1.6067 0.1439 -1.3750
F: 2.4589 -1.1452 0.1259
F: 3.0769 0.9187 0.0036
O: -2.5890 -2.3905 -0.4198
C: -2.4977 -1.2597 -0.2229
O: -2.7531 -0.1064 -0.3029
O: -0.1334 -0.7154 1.1469
Lu: -2.0245 2.0748 -0.3430



> Which of these has the highest energy?

C3H10NS



> Which value of energy does entry 2 give?

-758.7450 hartree